This record from the OMol25 dataset describes 4 unconnected molecules or ions with the total composition C16H30O6 at a distorted geometry. The level of theory is ωB97M-V/def2-TZVPD.

The geometry in XYZ format:
```
52
Properties=species:S:1:pos:R:3:forces:R:3
O -2.601563 -1.643900 -0.066967 -1.6 -0.5 -0.4
O -4.325188 1.219100 0.921260 5.1 0.3 -1.5
O -2.965546 1.029363 -0.921030 -0.6 0.4 1.7
O 0.828862 0.194717 3.689224 -0.9 -1.2 0.3
O 0.887489 0.702947 -0.895906 1.3 -0.1 -2.6
O -1.955391 1.369539 1.079083 -2.9 1.8 0.9
C -3.177984 1.240609 0.416591 -3.7 -0.7 0.8
C 0.709689 -0.165229 1.439685 1.8 0.3 -0.1
C -0.944880 1.546178 0.171155 -1.0 -1.1 -3.6
C 1.167511 1.242947 1.659433 0.7 1.7 1.5
C -1.579183 1.041776 -1.173738 0.6 1.5 0.4
C 1.008250 -0.549546 -1.572917 1.9 1.6 -0.7
C 0.914769 -0.883708 2.697190 -0.5 1.1 2.2
C -2.010516 -2.508173 -1.035292 -0.7 -0.2 -0.1
C -0.878653 -3.147602 -0.301840 1.3 -1.8 -1.4
C -1.281466 2.019978 -2.252876 -0.4 0.1 -0.3
C 1.872543 1.643331 -1.233698 1.4 0.0 -0.5
C -0.659658 -2.368613 0.902985 0.7 0.7 1.5
C 0.631636 1.506088 3.090652 2.4 -1.9 0.1
C 2.552418 -0.550276 -1.876569 -0.6 -2.2 0.2
C -1.574204 -1.128542 0.731423 0.0 -2.7 -0.2
C 3.130801 0.813097 -1.583607 -0.5 0.8 1.0
H 1.592040 2.307336 -2.051327 -0.2 -0.2 -0.3
H -2.656054 -3.318516 -1.373965 -0.8 0.5 0.2
H -1.069282 -0.338598 0.175423 -1.0 -1.7 -0.1
H -0.351595 -0.052068 1.218421 2.0 -0.5 2.0
H -1.245154 0.047167 -1.469134 -0.4 0.2 0.0
H 1.854077 -1.402942 2.887418 0.3 0.1 -0.4
H 0.060235 -3.169720 -0.855120 -0.2 -0.3 -0.5
H -1.063543 -4.171381 0.023368 -0.3 -0.1 -0.6
H -1.778150 -1.937035 -1.934136 0.5 0.1 -0.1
H -0.378105 1.894068 3.224835 0.0 -0.1 -0.2
H 0.606843 -1.282555 -0.873152 0.5 -0.2 -0.5
H 1.151196 -0.702373 0.600252 0.3 0.7 0.7
H 3.713751 0.707065 -0.668725 0.1 0.2 0.0
H -1.922131 -0.759685 1.696303 -0.4 -0.2 -0.3
H 2.731712 -0.981834 -2.861310 0.2 0.2 0.0
H -0.897470 -3.008763 1.752535 -0.3 0.5 0.3
H -0.209318 2.215272 -2.274397 -0.4 -0.3 -0.6
H -1.725304 1.581845 -3.146829 0.4 0.6 -0.5
H -0.102878 0.865650 0.297720 -2.5 1.9 0.0
H 0.443739 -0.605049 -2.503699 -0.2 0.3 -0.1
H 0.752688 1.970243 0.961531 1.0 -0.3 1.0
H 1.418001 2.000220 3.661232 -0.7 1.2 -0.1
H 2.053852 2.298123 -0.381365 -0.1 -0.2 0.0
H -1.753782 2.964417 -1.982573 -0.2 0.0 -0.3
H 0.124334 -1.631654 2.759638 0.1 0.4 1.2
H 2.951281 -1.226276 -1.120251 0.4 -0.3 -0.3
H 0.399566 -2.130416 0.999987 -0.7 -0.6 -0.1
H 2.245425 1.404648 1.651218 0.2 -0.3 0.2
H 3.790594 1.320623 -2.287294 -0.3 -0.4 -0.4
H -0.486302 2.518108 -0.010847 -1.0 0.7 0.5
```
Positions in Å, forces in eV/Å.

Calculated values
- HOMO level: -9.4 eV
- Structure (SMILES): C[C@H]1COC(=O)O1.C1CCOC1.C1CCOC1.C1CCOC1
- Multiplicity: 1

These are the Löwdin partial charges, in e, on atoms 1 to 4: -0.074 0.114 0.098 -0.138



This record from the OMol25 dataset describes a molecular structure, C28H32Cl2O2SiW at a distorted geometry. The level of theory is ωB97M-V/def2-TZVPD.

The geometry in XYZ format:
```
66
Properties=species:S:1:pos:R:3:forces:R:3
W -0.374571 1.066416 -0.738240 -3.5 -3.2 -3.0
Cl -1.227285 3.227815 -0.759735 -0.8 2.4 0.8
Cl -2.076196 0.228802 1.149551 0.2 0.4 0.2
Si 1.015986 -0.149266 3.273106 0.0 0.1 -1.9
O 1.336121 1.327271 0.060248 4.7 1.4 1.9
O 1.718925 -0.515492 1.825283 0.0 0.5 0.6
C 2.466784 -0.214029 4.434138 0.1 -0.4 0.4
C -0.830430 -0.969111 -1.681467 0.8 0.4 0.8
C -1.213140 -2.223402 -0.974425 -0.1 -0.3 -0.1
C -2.114338 -3.554946 3.907640 0.3 0.2 -0.1
C -1.023769 -1.540695 4.713638 -0.3 -0.6 -0.2
C 0.242189 1.558085 3.363354 -0.2 0.1 0.1
C 0.485666 0.632432 -2.763351 -0.3 -0.6 0.2
C -1.261605 -3.562293 2.797284 0.2 0.2 0.3
C -1.444457 3.051621 4.304409 0.2 -0.2 0.0
C 0.361188 3.967466 2.995452 -0.1 -0.3 0.1
C 1.671160 1.385946 -3.255540 0.1 0.2 -0.3
C -0.195174 -1.520462 3.585814 -0.1 -0.3 0.5
C 0.855604 2.673534 2.777010 0.1 0.4 0.5
C -3.196303 0.045884 -2.158212 -0.3 -0.1 -0.3
C -1.988983 -2.545484 4.865520 0.2 0.1 0.0
C -1.710916 0.028987 -2.244399 0.1 0.0 -0.4
C 1.749621 -1.338936 -1.587653 0.1 -0.2 0.0
C -0.783044 4.160222 3.773593 0.2 -0.2 0.0
C 4.819236 -0.486339 5.945799 -0.3 0.0 -0.1
C -1.381577 2.176004 -3.717149 0.0 0.1 -0.3
C -0.298925 -2.558388 2.648109 -0.3 -0.2 0.1
C 4.763326 0.431609 4.890690 -0.2 0.0 -0.1
C -0.942011 1.763539 4.086665 0.0 0.4 0.0
C -0.897306 1.000353 -2.938784 0.4 0.0 0.8
C 2.530918 -1.153338 5.469039 0.7 0.3 0.1
C 3.593982 0.561006 4.133329 0.4 -0.1 0.5
C 0.525602 -0.588449 -1.983562 -0.6 0.2 -0.5
C 3.702919 -1.281512 6.227366 0.0 0.1 -0.1
H 0.874004 4.822483 2.554176 -0.2 -0.2 0.0
H 1.781250 1.267201 -4.343547 0.2 0.1 0.0
H 2.035039 1.869149 -0.373269 -0.9 -0.5 0.5
H -2.353465 3.181665 4.896169 0.2 0.0 -0.2
H 5.636518 1.037500 4.642087 -0.2 -0.1 0.1
H 3.742924 -2.018769 7.029541 0.1 0.2 -0.1
H -3.639723 -0.338233 -3.086743 -0.2 0.0 -0.1
H -2.864984 -4.337390 4.024582 0.1 0.2 0.0
H -0.656927 2.996848 -3.662594 -0.2 -0.1 0.1
H 0.371271 -2.573610 1.786692 -0.3 0.2 0.3
H 1.629407 -1.804365 -0.597959 0.1 0.2 -0.2
H 1.960096 -2.133923 -2.323268 0.1 0.0 0.1
H 1.742259 2.549631 2.154356 -0.3 0.0 0.1
H 5.732899 -0.587505 6.537252 -0.3 0.0 -0.2
H 2.618889 -0.669578 -1.545416 -0.1 -0.2 0.1
H -0.432563 -2.520390 -0.265265 -0.2 0.1 -0.1
H 1.585663 2.461671 -3.037164 0.0 -0.2 -0.1
H -2.347713 2.537454 -3.344037 0.3 0.0 0.0
H -3.550980 -0.593095 -1.342647 0.1 0.3 0.0
H -0.920341 -0.764631 5.475827 -0.1 -0.3 -0.2
H 1.668378 0.215909 1.135555 -0.2 -0.2 -0.2
H 3.575778 1.254130 3.288093 -0.1 -0.2 0.3
H -3.580237 1.064180 -2.008835 0.0 -0.2 0.1
H -1.162435 5.169122 3.955299 0.1 -0.3 -0.1
H -1.316520 -3.046249 -1.697663 -0.1 -0.2 0.0
H 2.584376 1.013186 -2.775615 -0.1 0.1 -0.1
H -1.504560 1.930101 -4.781478 0.0 -0.1 -0.1
H -1.335369 -4.349020 2.044298 0.0 0.2 0.2
H -2.636724 -2.526650 5.741402 0.1 -0.1 -0.2
H -2.155722 -2.118974 -0.425028 0.3 0.1 0.0
H 1.673166 -1.798396 5.663781 0.2 0.1 0.0
H -1.501353 0.905598 4.456696 0.1 0.3 -0.1
```
Positions in Å, forces in eV/Å.

Calculated values
- HOMO level (spin up / spin down): 1.7 / 2.4 eV
- Energy relative to the best compared isomer or geometry (same formula, charge and spin): 47.7 kJ/mol
- Multiplicity: 3
- Net charge: -2

These are the Löwdin partial charges, in e, on atoms 1 to 4: 0.835 -0.159 -0.126 0.519



This record from the OMol25 dataset describes a molecular structure, C2H4Gd at a distorted geometry. The level of theory is ωB97M-V/def2-TZVPD.

The geometry in XYZ format:
```
7
Properties=species:S:1:pos:R:3:forces:R:3
Gd 2.836883 0.474751 0.712138 -1.5 -0.6 -0.3
C 0.633435 -0.441530 0.418017 0.3 0.6 -0.4
C -0.481226 0.223009 -0.018490 0.6 0.5 1.8
H -0.444883 1.289433 -0.276966 0.1 -0.4 -0.3
H -1.492801 -0.013748 -1.957235 0.1 -0.1 0.0
H -1.488118 -0.084245 0.302004 0.4 -0.2 -0.6
H 0.436707 -1.447671 0.820533 0.1 0.2 -0.1
```
Positions in Å, forces in eV/Å.

Calculated values
- HOMO level (spin up / spin down): -12.3 / -12.5 eV
- Multiplicity: 8
- Net charge: +1

These are the Löwdin partial charges, in e, on atoms 1 to 4: 1.548 -0.494 -0.262 0.020



This record from the OMol25 dataset describes a molecular structure, C16H13CoF5N4SSeTe4. The level of theory is ωB97M-V/def2-TZVPD.

The geometry in XYZ format:
```
45
Properties=species:S:1:pos:R:3:forces:R:3
Te 2.005445 -0.635824 -1.501286 -0.1 0.3 0.2
Te 1.501280 -3.269405 -1.979417 -0.3 -0.2 0.2
Te 3.467659 -2.849081 -3.735499 0.5 -0.1 -0.5
Te 3.968718 -5.039105 -5.090265 0.0 -0.1 0.0
Se -1.089430 -2.331022 -0.164636 0.0 0.2 0.0
Co 0.026317 -0.107055 0.137879 -0.3 -0.1 0.4
S 1.319416 -0.688726 1.906593 -0.1 0.1 0.1
F -3.816771 -1.940073 4.314281 0.0 0.0 0.0
F -0.349729 -5.124014 4.230116 0.0 0.0 0.0
F -2.354328 -3.862404 5.574823 0.0 0.0 0.0
F -3.263706 -1.242546 1.796163 0.1 -0.1 0.1
F 0.206019 -4.469214 1.700431 0.0 0.0 0.0
N 0.785961 0.178254 4.372462 0.0 0.1 0.0
N -0.605135 0.983877 2.731529 -0.3 0.1 -0.2
N -1.153662 0.826549 -1.104084 0.0 0.1 0.5
N -0.832594 0.977668 1.372546 0.3 -0.2 -0.2
C -1.484811 -2.808502 1.633775 0.1 0.0 0.0
C -2.494895 -2.186538 2.359581 -0.2 0.0 0.0
C -2.798205 -2.534836 3.664424 0.0 0.0 0.0
C -1.203986 0.146342 5.861626 0.0 0.0 0.0
C -2.780348 2.397000 1.909606 0.0 0.0 0.0
C -1.895847 1.669277 0.950667 -0.1 0.0 0.1
C -2.255505 1.263981 -3.183025 0.0 0.0 0.1
C 0.065284 0.863648 5.416848 0.0 0.0 0.0
C -2.071338 -3.520580 4.303447 0.0 0.0 0.0
C -3.210125 2.067657 -2.524435 0.1 -0.1 0.0
C -3.128351 2.230526 -1.170979 0.0 0.0 0.0
C -2.089157 1.599800 -0.439583 0.2 -0.2 -0.1
C -0.783090 -3.803371 2.306231 0.1 0.0 0.0
C -1.057354 -4.158152 3.614739 0.0 0.0 0.0
C 0.402061 0.221196 3.051863 0.3 -0.3 -0.2
C -1.269822 0.672487 -2.428117 -0.1 0.0 -0.2
H -0.512817 0.043382 -2.881307 0.0 0.0 0.0
H -0.198281 1.852555 5.038695 0.0 0.0 0.0
H -3.660004 2.798764 1.408221 0.0 0.0 0.0
H -4.008252 2.543981 -3.083144 0.0 0.0 0.0
H 1.434326 -0.549691 4.609965 0.0 0.0 0.0
H 0.746003 1.001251 6.262634 0.0 0.0 0.0
H -2.284173 1.102984 -4.251821 0.0 0.0 0.0
H -3.107358 1.722753 2.703670 0.0 0.0 0.0
H -1.879517 0.048563 5.013949 0.0 0.0 0.0
H -1.715680 0.706376 6.649900 0.0 0.0 0.0
H -0.978602 -0.853530 6.239980 0.0 0.0 0.0
H -3.858128 2.830844 -0.644745 0.0 0.0 0.0
H -2.250688 3.221552 2.395999 0.0 0.0 0.0
```
Positions in Å, forces in eV/Å.

Calculated values
- HOMO level (spin up / spin down): -0.5 / -0.5 eV
- Multiplicity: 2
- Net charge: -2

These are the Löwdin partial charges, in e, on atoms 1 to 4: 0.147 -0.013 -0.159 -0.262



Which molecular weight belongs to each record? In order, 318.41; 683.39; 185.30; 1036.66 g/mol.